Record 1
Entry from the Open Molecules 2025 dataset: the ion C4H7N3 with charge +2 at a distorted geometry (ωB97M-V with the def2-TZVPD basis set).

Geometry as XYZ:
```
14
Properties=species:S:1:pos:R:3:lowdin_charge:R:1
C 2.4265 0.5110 0.3343 -0.0456
C -1.4731 -0.0217 0.0475 -0.0231
C 0.0328 0.0835 0.0449 -0.0896
C -2.7620 0.5363 -0.2121 0.0743
N -0.7798 -1.0068 0.4461 0.2603
N 1.1320 0.6050 0.3699 0.2507
N 2.7906 -0.3894 -0.5125 0.3097
H 3.0533 1.0661 1.0243 0.1874
H -3.1412 0.6588 0.7518 0.1113
H -3.5544 -0.2965 -0.5415 0.1990
H -2.8791 1.3690 -0.8878 0.1255
H -0.7758 -1.9145 1.0605 0.2767
H 3.8013 -0.3936 -0.7843 0.2054
H 2.1290 -0.8072 -1.1410 0.1579
```

Properties
Largest force on an atom   5.08 eV Å⁻¹
Kohn-Sham gap (spin up / spin down)   7.0 / 7.7 eV
Total charge   +2
Molecular weight   97.12 g/mol
DFT total energy   -319.9387 hartree
E_HOMO (spin up / spin down)   -0.6048 / -0.7725 Eh
LUMO energy (spin up / spin down)   -9.457 / -13.285 eV
2S+1   3

Record 2
Entry from the Open Molecules 2025 dataset: a structure of composition C9H24B2CuF8O9S3 at a distorted geometry (ωB97M-V with the def2-TZVPD basis set).

Geometry as XYZ:
```
56
Properties=species:S:1:pos:R:3:lowdin_charge:R:1
Cu 0.5421 18.2611 -11.8803 0.9203
B 2.2515 16.7200 -12.7437 -1.4672
F 1.4033 16.7976 -13.8241 0.1742
F 3.2858 15.9385 -12.9186 0.2639
F 2.7180 17.9863 -12.3906 0.1517
F 1.6559 16.3722 -11.5685 0.1865
B -2.0284 17.7267 -11.8675 -1.4007
F -2.3184 17.1317 -10.7094 0.2169
F -1.5336 18.9760 -11.6808 0.1994
F -1.1257 16.8982 -12.5409 0.1610
F -3.2438 17.8547 -12.5731 0.1287
O 0.6184 18.0915 -9.7103 -0.3047
S 0.0368 18.0385 -8.3845 0.7474
O 0.8463 18.3923 -7.2128 -0.2710
O -1.4507 18.7751 -8.2393 -0.2535
C -2.0493 19.0246 -7.0366 -0.3045
C -2.1646 20.5652 -6.8339 -0.0321
C -0.5080 16.3049 -8.1667 -0.0578
H -1.4178 18.7341 -6.1970 0.1093
H -2.9284 18.3966 -6.8917 0.1302
H -3.0933 20.8820 -6.3593 0.0778
H -1.9775 21.1327 -7.7455 0.0790
H -1.3792 20.7148 -6.0930 0.0624
H -0.5855 15.8395 -9.1493 0.0723
H -1.4595 16.3971 -7.6431 0.0716
H 0.2496 15.7790 -7.5857 0.0785
O 1.1327 20.2777 -11.1453 -0.3205
S 1.3884 21.6361 -10.7267 0.7065
O 0.4915 22.6567 -11.2061 -0.2818
O 1.2455 21.6142 -9.0402 -0.2538
C 1.5049 22.8690 -8.2909 -0.2319
C 1.5312 22.5440 -6.8048 -0.0499
C 3.1994 22.0945 -10.9893 -0.0454
H 0.7445 23.5918 -8.5867 0.1211
H 2.4973 23.2794 -8.4773 0.1032
H 0.5694 22.1102 -6.5313 0.0629
H 1.6510 23.4006 -6.1416 0.0919
H 2.3150 21.8153 -6.5980 0.0911
H 3.6445 21.1755 -10.6081 0.0758
H 3.4506 23.0118 -10.4568 0.0685
H 3.4160 22.0506 -12.0567 0.0681
O 0.4423 19.5727 -13.7524 -0.2075
S -0.1422 19.8878 -15.0847 0.7877
O -1.5719 19.9682 -15.3139 -0.0881
O 0.5454 21.3011 -15.5458 -0.0816
C 0.2862 22.4236 -14.6422 -0.1187
C 1.1968 23.5743 -15.3085 -0.0088
C 0.5803 18.7942 -16.3589 -0.0421
H 0.4369 22.3882 -13.5632 0.1108
H -0.7711 22.6833 -14.6946 0.1625
H 0.8318 23.8534 -16.2969 0.0862
H 2.2628 23.3593 -15.3829 0.0870
H 1.0741 24.4881 -14.7271 0.0890
H 1.6381 19.0545 -16.3194 0.0847
H 0.4382 19.0026 -17.4193 0.0979
H 0.3190 17.7782 -16.0632 0.0957
```

Properties
Largest force on an atom   5.19 eV Å⁻¹
Kohn-Sham gap (spin up / spin down)   10.3 / 2.7 eV
Total charge   +1
Molecular weight   609.64 g/mol
DFT total energy   -4718.0245 hartree
E_HOMO (spin up / spin down)   -0.4929 / -0.4928 Eh
LUMO energy (spin up / spin down)   -3.157 / -10.750 eV
2S+1   3

Record 3
Entry from the Open Molecules 2025 dataset: a structure of composition C2H4NP at a distorted geometry (ωB97M-V with the def2-TZVPD basis set).

Geometry as XYZ:
```
8
Properties=species:S:1:pos:R:3:lowdin_charge:R:1
C -0.5095 0.4402 -0.1188 -0.7467
C 0.6862 1.0412 0.2355 -0.1563
N 0.1445 1.5176 -0.8461 0.1746
P -1.6198 -0.8016 -0.0688 0.7612
H 1.4667 1.1522 0.9443 0.0987
H 1.4779 -1.3226 0.1685 0.0580
H 0.9099 -1.4552 0.6868 0.0222
H -2.5560 -0.5719 -1.0013 -0.2118
```

Properties
Largest force on an atom   2.79 eV Å⁻¹
Kohn-Sham gap   8.9 eV
Molecular weight   73.03 g/mol
DFT total energy   -474.5380 hartree
E_HOMO   -0.3190 Eh
LUMO energy   0.218 eV

Record 4
Entry from the Open Molecules 2025 dataset: an isolated molecule of C4H6INS at a distorted geometry (ωB97M-V with the def2-TZVPD basis set).

Geometry as XYZ:
```
13
Properties=species:S:1:pos:R:3:lowdin_charge:R:1
C -1.2047 1.1648 -1.0490 -0.0204
N -0.1816 1.2277 -0.2298 -0.6846
S 1.1399 2.2538 -0.4044 0.5113
C -0.1081 0.3533 0.9903 -0.2418
C 0.1557 -1.0920 0.7193 -0.2417
C 0.9588 -1.4806 -0.2688 -0.6757
I 1.6333 -3.4281 -0.5388 0.7997
H -1.9278 0.4043 -0.7593 0.0876
H -1.3735 1.8161 -1.9686 0.1131
H -1.0309 0.6646 1.6142 0.1603
H 0.8299 0.6169 1.3966 0.0534
H -0.2481 -1.7783 1.4680 0.1004
H 1.3571 -0.7224 -0.9696 0.0385
```

Properties
Largest force on an atom   2.17 eV Å⁻¹
Kohn-Sham gap (spin up / spin down)   7.9 / 7.9 eV
SMILES   C=[N+]([S-])C/C=C/I
Molecular weight   227.07 g/mol
DFT total energy   -906.5502 hartree
E_HOMO (spin up / spin down)   -0.2981 / -0.2981 Eh
LUMO energy (spin up / spin down)   -0.175 / -0.176 eV

Record 5
Entry from the Open Molecules 2025 dataset: an isolated molecule of C4H9N5 at a distorted geometry (ωB97M-V with the def2-TZVPD basis set).

Geometry as XYZ:
```
18
Properties=species:S:1:pos:R:3:lowdin_charge:R:1
C -0.1235 -1.8186 -0.3746 -0.0312
C 0.3492 -0.3431 -0.0635 -0.5799
C 0.5481 -0.2720 1.4507 -0.0471
N 1.6209 0.0644 -0.6628 0.0467
C -0.6290 0.7641 -0.4001 -0.1595
N -1.9628 0.7296 -1.2394 0.0614
N -2.3746 1.9022 -1.1260 -0.1317
N -1.6380 2.6781 -0.4047 -0.0350
N -0.5954 2.0054 -0.0081 0.0500
H -0.7459 -2.0338 -1.2935 0.0943
H 0.7272 -2.4622 -0.3386 0.0560
H -0.7354 -2.1854 0.5111 0.0962
H 1.0730 -1.1445 1.7933 0.0898
H 1.0899 0.5881 1.7314 0.0712
H -0.4051 -0.2319 1.7874 0.0542
H 1.5054 -0.0672 -1.7232 0.1241
H 2.2556 -0.6309 -0.2474 0.0822
H 0.0403 2.4578 0.6081 0.1581
```

Properties
Largest force on an atom   6.55 eV Å⁻¹
Kohn-Sham gap   10.3 eV
SMILES   CC(C)(N)c1nnn[nH]1
Molecular weight   127.15 g/mol
DFT total energy   -431.5020 hartree
E_HOMO   -0.3532 Eh
LUMO energy   0.663 eV

Record 6
Entry from the Open Molecules 2025 dataset: an isolated molecule of C3H5NO2 (ωB97M-V with the def2-TZVPD basis set).

Geometry as XYZ:
```
11
Properties=species:S:1:pos:R:3:lowdin_charge:R:1
O 2.5372 -0.1614 -0.4301 0.1144
C 1.3939 0.0767 -0.1384 -0.5617
N 0.5856 -0.6070 0.7660 0.0744
C -0.7502 -0.5362 0.1965 -0.1567
C -0.7185 0.9126 -0.2897 -0.1383
O 0.6437 1.0593 -0.7122 0.0256
H 0.9478 -1.5267 0.9763 0.1422
H -0.8132 -1.2120 -0.6616 0.1248
H -1.5266 -0.7546 0.9298 0.1214
H -0.9304 1.6358 0.5079 0.1276
H -1.3692 1.1135 -1.1445 0.1262
```

Properties
Largest force on an atom   0.81 eV Å⁻¹
Kohn-Sham gap   11.0 eV
SMILES   O=C1NCCO1
Molecular weight   87.08 g/mol
DFT total energy   -322.5645 hartree
E_HOMO   -0.3756 Eh
LUMO energy   0.803 eV